49
Properties=species:S:1:pos:R:3 method="wB97M-V/def2-TZVPD" total_energy_ha=-1166.77554 mol_weight_g_mol=297.298 e_homo_ev=-2.5 total_charge=-2
C 1.569 1.494 -1.711
C 1.569 0.336 -0.718
C 2.878 -0.498 -0.735
C 2.530 -1.951 -0.690
O 1.873 -2.293 -1.921
N 1.406 0.966 0.651
C -0.042 1.000 1.142
O -0.266 0.499 2.374
H 2.404 2.095 -1.362
H 1.652 1.156 -2.738
H 0.717 2.100 -1.440
H 0.675 -0.272 -0.734
H 3.324 -0.229 0.216
H 3.559 -0.156 -1.509
H 2.002 -2.419 0.138
H 3.419 -2.601 -0.626
H 2.030 0.579 1.333
H -0.259 2.081 1.061
H -0.619 0.509 0.351
H -0.830 -3.156 -0.022
H -0.885 -1.899 -0.989
O -0.502 -2.242 0.008
H -2.195 -1.919 -2.229
H 0.951 -2.007 -1.874
O -1.412 -1.368 -2.062
H -1.681 0.129 -1.958
H -1.483 1.679 -1.792
O -2.100 1.048 -2.184
H -3.700 0.579 -1.431
H -3.935 -0.041 0.009
O -4.373 0.326 -0.766
H -1.827 -1.581 0.967
H -1.590 -0.531 2.115
O -2.269 -1.069 1.682
H 1.107 0.366 3.187
H 2.412 1.087 3.215
O 1.968 0.366 3.679
H 0.638 3.612 -0.294
H 1.736 3.024 0.572
O 1.468 3.843 0.114
H 0.622 -2.459 1.433
H 0.713 -1.651 2.725
O 1.014 -2.476 2.331
H -3.147 0.500 2.880
H -1.717 1.118 3.235
O -2.694 1.279 3.209
H -0.169 0.090 -4.129
H -1.447 0.788 -3.902
O -0.755 0.696 -4.599



49
Properties=species:S:1:pos:R:3 method="wB97M-V/def2-TZVPD" s_squared=0.755 multiplicity=2 total_energy_ha=-1050.37571 mol_weight_g_mol=278.323 e_homo_ev="-16.8 / -16.8" total_charge=+2
C -1.882 -0.976 -0.092
C -0.385 -0.530 -0.179
C 0.522 -1.439 0.669
C 1.925 -1.589 0.037
N 2.999 1.961 -0.007
C 2.635 0.697 -0.480
N 2.613 -0.254 0.399
N -0.209 0.916 0.194
H -2.379 -1.642 -0.775
H -2.039 -1.398 0.904
H -2.414 -0.029 -0.160
H -0.045 -0.615 -1.207
H 0.252 -2.522 0.843
H 0.571 -1.090 1.693
H 2.537 -2.372 0.521
H 1.932 -1.630 -0.976
H 2.876 2.198 1.002
H 2.845 2.755 -0.683
H 2.510 0.637 -1.600
H 2.764 -0.093 1.426
H -0.908 1.139 1.093
H 0.705 1.181 0.520
H -1.465 -1.467 -3.236
H -0.725 -2.595 -2.611
O -1.608 -2.258 -2.721
H 3.566 0.309 3.416
H 2.048 -0.276 3.576
O 2.668 0.246 2.931
H -2.112 3.075 -2.317
H -1.507 2.135 -1.134
O -1.828 2.174 -2.111
H -1.325 -4.263 -0.889
H -2.068 -4.702 0.475
O -1.340 -4.179 -0.005
H -3.537 0.048 1.876
H -3.286 1.460 1.601
O -3.029 0.941 2.316
H 0.095 3.099 2.611
H 0.988 4.158 2.641
O 0.735 3.447 2.028
H -0.383 1.314 -2.671
H 0.594 0.626 -3.920
O 0.535 0.980 -2.918
H -2.201 0.571 -3.524
H -3.506 -0.126 -3.730
O -2.595 -0.069 -4.067
H -0.313 -0.246 3.212
H 0.189 -1.306 4.162
O 0.341 -0.490 3.801



49
Properties=species:S:1:pos:R:3 method="wB97M-V/def2-TZVPD" total_energy_ha=-1092.09980 mol_weight_g_mol=282.307 e_homo_ev=-6.0 total_charge=-1
C -2.460 -1.249 -2.817
C -1.569 -0.779 -1.714
C -1.296 -1.883 -0.680
C -1.002 -1.257 0.678
C -2.265 -0.728 1.395
O -2.247 0.712 1.376
N -0.260 -0.319 -2.325
H -2.602 -0.608 -3.702
H -2.020 -2.114 -3.349
H -3.479 -1.617 -2.637
H -1.862 0.179 -1.289
H -2.172 -2.531 -0.777
H -0.526 -2.499 -1.135
H -0.256 -0.499 0.453
H -0.446 -1.921 1.346
H -3.225 -0.949 0.934
H -2.056 -1.032 2.419
H -0.381 0.056 -3.215
H 0.216 0.213 -1.615
H -0.274 -1.647 -2.889
H 1.093 -2.322 -3.097
O 0.147 -2.365 -3.298
H -0.166 1.780 0.448
H 1.025 1.575 1.220
O 0.748 1.663 0.288
H -1.474 1.065 1.930
H -0.666 1.117 3.477
O -0.170 1.209 2.666
H 1.765 0.222 -3.514
H 2.774 -0.367 -2.717
O 2.324 -0.571 -3.534
H 1.158 0.443 3.360
H 2.605 1.150 3.704
O 2.100 0.381 3.697
H 1.745 3.434 3.170
H 0.383 2.707 3.134
O 0.804 3.603 3.259
H -3.367 1.353 0.361
H -4.407 2.405 0.044
O -3.877 1.716 -0.386
H 2.465 -0.921 2.572
H 1.110 -1.204 1.980
O 2.028 -1.473 1.901
H 3.608 1.181 -0.314
H 3.860 2.485 0.580
O 4.075 2.041 -0.233
H 3.430 -1.016 -0.141
H 2.111 -0.355 -0.240
O 2.951 -0.468 -0.771